(1)
Entry from the OMol25 dataset: a 9-piece molecular cluster, C6H27NO8 overall (wB97M-V/def2-TZVPD).

E_LUMO ... -0.20 eV
Relative energy (zero: lowest compared OMol25 entry of this formula, charge and spin) ... 522.4 kJ/mol
Gap between HOMO and LUMO ... 9.3 eV
E ... -901.328278 Ha
2S+1 ... 1
SMILES ... C=NC(=C)CCC.O.O.O.O.O.O.O.O

CARTESIAN COORDINATES (ANGSTROEM)
C  -0.854  -2.464  0.439
C  0.122  -3.340  -0.296
C  1.633  -2.976  -0.166
C  1.927  -1.413  -0.331
C  2.513  -0.817  0.691
C  1.964  -1.020  -2.736
N  1.498  -0.866  -1.516
H  -0.304  -1.437  0.556
H  -1.918  -2.466  -0.152
H  -1.323  -2.867  1.303
H  0.021  -4.418  0.169
H  -0.229  -3.329  -1.393
H  2.010  -3.326  0.860
H  2.221  -3.627  -0.768
H  2.625  0.135  0.908
H  2.843  -1.447  1.516
H  1.420  -0.476  -3.453
H  2.738  -1.808  -2.986
H  -3.867  -0.828  1.193
H  -3.105  0.319  1.834
O  -3.819  -0.277  1.977
H  -0.002  0.847  -1.389
H  -1.334  0.661  -0.765
O  -1.012  0.762  -1.597
H  -1.106  2.825  -1.023
H  -2.156  3.714  -1.563
O  -1.950  3.273  -0.706
H  0.237  0.199  1.893
H  0.969  0.889  3.085
O  0.120  0.782  2.637
H  1.148  3.298  -0.612
H  1.645  2.413  -1.845
O  1.765  3.250  -1.267
H  -1.194  1.989  2.339
H  -2.348  2.653  1.591
O  -2.157  2.150  2.320
H  2.868  2.543  1.918
H  4.026  1.803  1.393
O  3.420  1.810  2.176
H  -3.522  -0.733  -2.077
H  -2.353  -1.264  -2.807
O  -3.158  -1.504  -2.379

Charges computed using natural (NBO), reported in e: atom 1 (C): -0.6365, atom 2 (C): -0.4170, atom 3 (C): -0.4350, atom 4 (C): 0.1507, atom 5 (C): -0.4586, atom 6 (C): -0.0224, atom 7 (N): -0.4544, atom 8 (H): 0.1828, atom 9 (H): 0.2351, atom 10 (H): 0.2278, atom 11 (H): 0.2153, atom 12 (H): 0.2080, atom 13 (H): 0.2129, atom 14 (H): 0.2160, atom 15 (H): 0.2036, atom 16 (H): 0.2070, atom 17 (H): 0.1855, atom 18 (H): 0.1755, atom 19 (H): 0.4551, atom 20 (H): 0.4844, atom 21 (O): -0.9463, atom 22 (H): 0.4732, atom 23 (H): 0.4661, atom 24 (O): -0.9423, atom 25 (H): 0.4686, atom 26 (H): 0.4752, atom 27 (O): -0.9528, atom 28 (H): 0.4835, atom 29 (H): 0.4936, atom 30 (O): -0.9581, atom 31 (H): 0.4653, atom 32 (H): 0.4772, atom 33 (O): -0.9396, atom 34 (H): 0.4912, atom 35 (H): 0.4713, atom 36 (O): -0.9721, atom 37 (H): 0.4694, atom 38 (H): 0.4747, atom 39 (O): -0.9374, atom 40 (H): 0.4635, atom 41 (H): 0.4738, atom 42 (O): -0.9338

***

(2)
Entry from the OMol25 dataset: a 8-piece molecular cluster, C6H27NO8 overall (wB97M-V/def2-TZVPD).

E_LUMO (spin up / spin down) ... -3.26 / -7.33 eV
Charge ... +1
Relative energy (zero: lowest compared OMol25 entry of this formula, charge and spin) ... 51.6 kJ/mol
Gap between HOMO and LUMO (spin up / spin down) ... 10.7 / 6.7 eV
E ... -901.134214 Ha
2S+1 ... 2

CARTESIAN COORDINATES (ANGSTROEM)
C  1.548  -1.540  2.975
C  0.936  -0.427  2.167
N  0.878  -0.672  0.696
C  -0.050  -1.733  0.430
C  0.247  -2.576  -0.835
C  0.947  0.573  -0.079
C  1.652  0.373  -1.416
O  1.207  0.908  -2.401
H  2.140  -2.263  2.406
H  2.066  -1.150  3.863
H  0.843  -2.225  3.439
H  1.331  0.554  2.462
H  -0.147  -0.349  2.392
H  -1.131  -1.410  0.392
H  0.050  -2.435  1.274
H  0.072  -3.656  -0.786
H  -0.354  -2.221  -1.675
H  1.302  -2.440  -1.079
H  1.476  1.319  0.524
H  -0.028  1.004  -0.238
H  2.528  -0.267  -1.512
H  -2.553  -0.079  -2.474
H  -1.376  -0.562  -3.251
O  -2.109  0.076  -3.334
H  -3.304  -0.701  1.291
H  -2.224  0.278  1.620
O  -2.472  -0.660  1.779
H  -0.962  2.884  -1.597
H  -0.692  4.175  -0.939
O  -0.928  3.274  -0.633
H  4.402  -0.830  -0.203
H  3.408  -1.834  0.186
O  3.947  -1.602  -0.577
H  -2.502  1.625  -0.909
H  -1.812  0.844  -0.030
O  -2.474  0.674  -0.702
H  0.104  2.228  -3.086
H  -1.309  1.578  -3.026
O  -0.838  2.447  -3.032
H  -1.044  2.475  1.248
H  -1.804  2.295  2.561
O  -0.973  2.048  2.112

Charges computed using natural (NBO), reported in e: atom 1 (C): -0.6632, atom 2 (C): -0.2729, atom 3 (N): 0.0225, atom 4 (C): -0.3171, atom 5 (C): -0.6271, atom 6 (C): -0.3843, atom 7 (C): 0.4177, atom 8 (O): -0.5078, atom 9 (H): 0.2255, atom 10 (H): 0.2619, atom 11 (H): 0.2442, atom 12 (H): 0.2506, atom 13 (H): 0.2923, atom 14 (H): 0.3195, atom 15 (H): 0.2432, atom 16 (H): 0.2617, atom 17 (H): 0.2148, atom 18 (H): 0.2223, atom 19 (H): 0.2676, atom 20 (H): 0.2698, atom 21 (H): 0.1939, atom 22 (H): 0.4953, atom 23 (H): 0.4689, atom 24 (O): -0.9274, atom 25 (H): 0.4943, atom 26 (H): 0.4686, atom 27 (O): -0.9429, atom 28 (H): 0.4911, atom 29 (H): 0.4964, atom 30 (O): -1.0708, atom 31 (H): 0.4747, atom 32 (H): 0.4556, atom 33 (O): -0.9093, atom 34 (H): 0.5003, atom 35 (H): 0.4507, atom 36 (O): -0.9450, atom 37 (H): 0.5028, atom 38 (H): 0.5044, atom 39 (O): -0.9552, atom 40 (H): 0.5030, atom 41 (H): 0.4936, atom 42 (O): -0.9842

***

(3)
Entry from the OMol25 dataset: a 10-piece molecular cluster, C6H27O11 overall (wB97M-V/def2-TZVPD).

E_LUMO ... 2.87 eV
Charge ... -1
Relative energy (zero: lowest compared OMol25 entry of this formula, charge and spin) ... 0.0 kJ/mol
Gap between HOMO and LUMO ... 9.6 eV
E ... -1072.597521 Ha
2S+1 ... 1

CARTESIAN COORDINATES (ANGSTROEM)
O  -0.690  -2.200  1.024
C  -0.397  -1.787  -0.131
O  -0.927  -2.234  -1.178
C  0.688  -0.711  -0.297
C  1.917  -1.349  -0.926
C  3.077  -0.367  -0.949
C  3.911  1.285  0.722
C  3.477  0.056  0.423
H  0.247  0.139  -0.932
H  0.880  -0.270  0.696
H  2.245  -2.249  -0.315
H  1.631  -1.693  -1.915
H  2.808  0.474  -1.594
H  3.977  -0.852  -1.408
H  4.001  2.048  -0.003
H  4.141  1.615  1.745
H  3.309  -0.698  1.206
H  0.437  2.411  -1.524
H  1.764  2.028  -0.902
O  1.235  2.763  -1.074
H  0.181  2.842  0.290
H  -1.242  2.367  0.577
O  -0.534  2.732  0.971
H  -2.416  0.777  0.936
H  -2.887  0.415  -0.468
O  -2.492  1.162  0.045
H  -1.497  1.626  -1.276
H  -1.041  0.885  -2.586
O  -1.016  1.737  -2.119
H  -0.482  -0.897  -3.907
H  -0.985  -1.332  -2.459
O  -1.165  -0.676  -3.223
H  -1.750  -1.150  1.813
H  -2.411  -0.672  3.153
O  -2.278  -0.428  2.222
H  -0.071  1.717  2.228
H  -0.940  0.533  2.739
O  -0.119  1.005  2.968
H  0.747  -0.494  2.954
H  0.455  -1.828  2.255
O  1.105  -1.402  2.869
H  -3.091  -0.756  -2.250
H  -2.619  -1.687  -1.139
O  -3.299  -0.967  -1.376

Charges computed using natural (NBO), reported in e: atom 1 (O): -0.7837, atom 2 (C): 0.8325, atom 3 (O): -0.7928, atom 4 (C): -0.5620, atom 5 (C): -0.3858, atom 6 (C): -0.4474, atom 7 (C): -0.4189, atom 8 (C): -0.1715, atom 9 (H): 0.2264, atom 10 (H): 0.2493, atom 11 (H): 0.2054, atom 12 (H): 0.2056, atom 13 (H): 0.1923, atom 14 (H): 0.2096, atom 15 (H): 0.1807, atom 16 (H): 0.2002, atom 17 (H): 0.2302, atom 18 (H): 0.5067, atom 19 (H): 0.4660, atom 20 (O): -0.9744, atom 21 (H): 0.4997, atom 22 (H): 0.4772, atom 23 (O): -0.9808, atom 24 (H): 0.5084, atom 25 (H): 0.5142, atom 26 (O): -1.0407, atom 27 (H): 0.4990, atom 28 (H): 0.5041, atom 29 (O): -1.0227, atom 30 (H): 0.4748, atom 31 (H): 0.5128, atom 32 (O): -1.0265, atom 33 (H): 0.5218, atom 34 (H): 0.4888, atom 35 (O): -0.9979, atom 36 (H): 0.5079, atom 37 (H): 0.4755, atom 38 (O): -1.0321, atom 39 (H): 0.4901, atom 40 (H): 0.4855, atom 41 (O): -1.0386, atom 42 (H): 0.4814, atom 43 (H): 0.5127, atom 44 (O): -0.9827